{
  "formula": "C17H41F9N3O8",
  "method": "ωB97M-V with the def2-TZVPD basis set",
  "elements": ["F", "F", "F", "F", "F", "F", "F", "F", "F", "O", "O", "O", "O", "O", "O", "O", "O", "N", "N", "N", "C", "C", "C", "C", "C", "C", "C", "C", "C", "C", "C", "C", "C", "C", "C", "C", "C", "H", "H", "H", "H", "H", "H", "H", "H", "H", "H", "H", "H", "H", "H", "H", "H", "H", "H", "H", "H", "H", "H", "H", "H", "H", "H", "H", "H", "H", "H", "H", "H", "H", "H", "H", "H", "H", "H", "H", "H", "H"],
  "positions_angstrom": [[1.919, 0.771, -3.748], [2.685, -2.393, 3.041], [-4.773, -3.370, 2.741], [-5.220, -2.004, 1.109], [0.210, -0.447, -4.259], [-4.567, -4.035, 0.696], [3.019, -0.561, 4.147], [1.543, -1.987, 4.823], [2.065, -0.665, -5.351], [1.414, -0.366, 1.646], [-2.027, -3.568, 1.880], [-2.595, 4.733, -3.657], [0.684, 2.864, 1.847], [3.385, -1.291, -2.696], [0.569, 0.471, 3.526], [1.309, -1.624, -2.027], [-2.550, -2.045, 0.311], [-0.528, -0.354, -0.318], [-2.018, 1.616, -1.746], [3.521, -0.853, -0.001], [-0.619, 3.223, 1.422], [-0.329, 0.379, 4.618], [-1.950, -3.837, 3.267], [-3.325, 5.083, -4.815], [2.013, -1.543, -3.119], [4.398, -1.195, -3.664], [5.752, -1.374, -3.001], [-2.910, -2.486, 1.478], [-0.322, 3.110, -2.563], [2.062, -1.402, 3.723], [-0.307, 1.733, 5.304], [-1.800, 3.017, -2.203], [1.530, -0.473, -4.112], [-4.370, -2.969, 1.499], [-2.702, 3.356, -3.375], [-0.690, -4.644, 3.494], [0.990, -0.722, 2.847], [2.772, -0.450, 0.615], [0.353, 2.754, -1.787], [4.259, -0.167, -0.106], [3.790, -1.676, 0.532], [0.189, -4.062, 3.201], [-1.333, 3.055, 2.235], [-0.011, -0.354, 5.360], [-0.806, 1.719, 6.274], [5.918, -2.400, -2.672], [-1.988, 3.615, -1.308], [3.162, -1.147, -0.945], [-0.642, -5.565, 2.913], [0.617, 1.945, 2.152], [-1.339, 0.158, 4.257], [-3.320, 6.165, -4.923], [-2.833, -1.687, 2.260], [6.562, -1.091, -3.671], [-0.886, 2.643, 0.532], [-4.374, 4.777, -4.694], [4.355, -0.226, -4.174], [-2.967, 1.498, -1.377], [-3.739, 3.137, -3.085], [-0.047, 4.146, -2.773], [-0.656, 4.273, 1.128], [-1.218, -1.081, 0.000], [-0.937, 0.528, -0.663], [-2.801, -4.482, 3.531], [-2.375, 2.725, -4.213], [-2.004, -2.956, 3.917], [0.177, -1.470, 2.730], [-2.162, 1.050, -2.591], [0.240, -0.342, 0.390], [-0.160, 2.528, -3.474], [2.048, -2.514, -3.665], [-0.700, 2.550, 4.698], [4.346, -1.940, -4.469], [-0.565, -4.933, 4.542], [5.782, -0.750, -2.103], [0.735, 2.008, 5.490], [-0.003, -0.715, -1.139], [-2.900, 4.583, -5.689]],
  "forces_ev_per_angstrom": [[-0.1, 0.1, 0.1], [0.1, 0.0, -0.1], [-0.1, 0.2, 0.0], [-0.1, 0.0, 0.1], [-0.2, -0.1, 0.0], [-0.1, 0.2, 0.0], [0.1, 0.0, -0.1], [-0.1, 0.0, 0.1], [-0.1, -0.1, -0.1], [1.1, 0.1, -0.5], [-0.2, 0.3, 0.7], [0.1, 0.1, -0.4], [-0.2, 0.3, -0.1], [0.6, 0.2, -0.7], [-0.1, -0.2, 0.3], [-0.3, 0.6, 0.2], [-0.1, 0.3, -0.8], [1.2, -0.6, -0.7], [-1.4, 0.0, -1.1], [-0.5, -0.1, 0.2], [0.3, -0.3, -0.1], [-0.1, 0.6, 0.2], [-0.4, -1.4, -0.4], [-0.2, -0.3, 0.4], [-0.7, -1.5, 1.0], [0.7, 0.1, -0.6], [-0.2, 0.1, 0.5], [0.9, 0.8, -0.1], [-0.1, 0.6, -0.5], [0.2, 0.0, -0.2], [0.5, 0.4, 0.1], [0.7, -1.0, 1.0], [0.9, 0.5, -0.1], [0.2, -0.7, -0.1], [0.1, 0.4, 0.9], [0.7, 0.2, 0.2], [-0.5, -0.1, -0.8], [-0.8, 0.0, 0.2], [-0.2, -0.2, 0.1], [0.2, -0.2, 0.0], [0.4, 0.1, -0.2], [0.0, 0.0, 0.1], [-0.2, 0.0, -0.2], [-0.1, -0.3, -0.2], [-0.2, -0.1, -0.1], [-0.1, -0.1, -0.1], [-0.2, 0.4, -0.3], [-0.1, 0.2, 0.3], [-0.4, 0.1, -0.2], [0.4, -0.1, 0.1], [0.0, -0.3, 0.0], [0.3, 0.0, -0.1], [-0.2, -0.3, 0.5], [0.0, 0.1, 0.0], [-0.3, -0.1, 0.1], [0.0, -0.1, -0.2], [0.0, 0.1, 0.1], [0.2, 0.4, 0.5], [0.0, -0.2, -0.3], [0.0, 0.0, -0.1], [0.2, 0.1, 0.2], [-0.9, -0.1, -0.1], [-0.1, -0.2, 0.7], [0.0, 0.2, 0.3], [-0.3, 0.1, -0.2], [0.2, 0.2, -0.3], [-0.3, 0.2, 0.7], [0.8, -0.1, 0.1], [-0.3, 0.7, 0.4], [0.2, 0.0, 0.1], [0.1, 0.2, -0.5], [-0.2, -0.2, -0.1], [-0.6, -0.2, 0.2], [-0.1, 0.1, 0.0], [0.2, 0.1, -0.1], [0.0, -0.1, 0.1], [-0.1, -0.5, 0.0], [-0.1, 0.2, -0.1]],
  "mulliken_charge": [-0.31, -0.28, -0.30, -0.28, -0.30, -0.29, -0.31, -0.28, -0.31, -1.16, -0.37, -0.32, -0.57, -0.42, -0.21, -0.86, -1.12, 0.32, -0.62, -0.15, -0.17, 0.05, -0.11, -0.75, -0.02, -0.28, -1.17, 0.41, -1.36, 0.64, -1.38, 0.15, 0.82, 0.76, -0.71, -1.16, 0.47, 0.22, 0.33, 0.44, 0.41, 0.12, 0.24, 0.30, 0.41, 0.30, 0.31, 0.31, 0.35, 0.34, 0.10, 0.24, -0.19, 0.39, -0.28, 0.30, 0.27, 0.27, 0.45, 0.41, 0.37, 0.48, 0.30, 0.39, 0.36, 0.21, -0.11, 0.24, 0.21, 0.23, 0.17, 0.22, 0.28, 0.36, 0.22, 0.33, 0.35, 0.31],
  "total_charge": -1,
  "lumo_ev": 2.443,
  "energy_ev": -63603.1296,
  "gap_ev": 7.24,
  "e_homo_ev": -4.80,
  "de_lowest_ev": 0.000
}